An isolated ion of composition C4H12NS2 and charge +1 in a non-equilibrium geometry, computed with ωB97M-V/def2-TZVPD.

Each line ends with the Löwdin charge.
CARTESIAN COORDINATES (ANGSTROEM)
1 S 0.17 -1.21 0.51  0.5563
2 S 1.57 0.32 0.65  0.5404
3 N 0.48 -1.30 -2.44  0.1570
4 C -1.01 -0.48 -0.67  -0.5170
5 C 0.37 1.22 3.03  -0.1474
6 C 0.66 1.55 1.56  -0.6233
7 C -0.95 -1.13 -2.03  -0.2101
8 H -1.50 -0.59 -2.80  0.1363
9 H -0.47 0.54 3.11  0.0616
10 H -0.86 0.59 -0.77  0.0723
11 H 1.06 -0.54 -2.06  0.1253
12 H -1.99 -0.60 -0.21  0.0856
13 H 0.07 2.14 3.52  0.0749
14 H 0.66 -1.38 -3.44  0.1789
15 H 0.86 -2.15 -2.02  0.1483
16 H 1.32 2.43 1.53  0.0745
17 H -0.27 1.88 1.08  0.0719
18 H -1.44 -2.11 -2.05  0.1366
19 H 1.26 0.83 3.52  0.0779

Summary:
Energy = -27496.87827 eV
Net charge = +1
SMILES = CCSSCC[NH3+]

***

An isolated ion of composition C4H10N3 and charge +1 in a non-equilibrium geometry, computed with ωB97M-V/def2-TZVPD.

Each line ends with the Löwdin charge.
CARTESIAN COORDINATES (ANGSTROEM)
1 N -0.59 -0.75 -0.85  0.0429
2 N 0.54 -0.32 0.03  -0.0543
3 N 1.82 -0.89 1.84  0.0929
4 C 1.45 -1.23 0.71  -0.1303
5 C 0.30 0.67 1.08  -0.1156
6 C -0.90 0.23 -1.95  0.0178
7 C 1.25 0.34 2.24  -0.1414
8 H 0.90 0.02 3.21  0.1345
9 H 1.84 1.13 2.38  0.0876
10 H 1.61 -2.14 0.16  0.1265
11 H -0.10 0.12 -2.63  0.0933
12 H -1.66 -0.12 -2.63  0.1104
13 H -0.24 -1.49 -1.43  0.1598
14 H -1.02 1.26 -1.69  0.0973
15 H -0.79 0.67 1.35  0.1377
16 H -1.57 -1.11 -0.44  0.2465
17 H 0.37 1.61 0.64  0.0944

Summary:
Energy = -8770.45385 eV
Net charge = +1
SMILES = C[NH2+]N1C=NCC1

***

A 2-piece molecular cluster, C3H9NO2 overall in a non-equilibrium geometry, computed with ωB97M-V/def2-TZVPD.

Each line ends with the Löwdin charge.
CARTESIAN COORDINATES (ANGSTROEM)
1 O 0.55 1.27 -1.85  0.0985
2 O -0.50 1.35 0.13  0.0740
3 N -0.66 -1.76 -0.48  -0.0537
4 C 1.49 2.50 0.06  0.0095
5 C 0.53 1.65 -0.71  -0.5692
6 C -0.89 -2.40 0.79  -0.2160
7 H 1.86 1.94 0.91  0.0891
8 H -1.61 -1.89 1.42  0.0645
9 H -1.54 -1.77 -0.97  0.0636
10 H 0.04 -2.20 -1.06  0.0683
11 H 0.87 3.33 0.43  0.0893
12 H -0.01 -2.44 1.44  0.0661
13 H -1.14 -3.48 0.79  0.0631
14 H 2.20 2.98 -0.60  0.0877
15 H -1.19 0.92 -0.32  0.0651

Summary:
Energy = -8841.97263 eV
Net charge = 0
SMILES = CC(=O)O.CN